(1)
The following is a quantum chemistry calculation of a cluster of 22 separate species, C14H55ClINO24 in total, from the OMol25 dataset.

```
! wB97M-V def2-TZVPD RIJCOSX def2/J DEFGRID3
* xyz 0 1
C 4.86 -1.11 -1.59
C 4.84 0.06 -0.86
N 3.87 1.15 -1.13
C 3.79 1.93 0.11
O 4.39 2.92 0.39
C 2.75 1.08 0.94
C 2.46 1.05 2.37
C 1.44 0.12 2.83
Cl 1.15 0.07 4.63
C 0.68 -0.81 1.91
I -0.74 -2.19 2.73
C 0.94 -0.78 0.49
O 0.36 -1.57 -0.48
C -1.04 -1.27 -0.68
C -1.39 0.22 -1.04
C -2.65 0.63 -0.20
C -3.92 -0.25 -0.60
C 2.00 0.19 0.03
C 2.58 0.48 -1.41
O 2.09 0.20 -2.46
H 4.91 -1.06 -2.70
H 4.88 -2.12 -1.11
H 5.59 0.13 -0.03
H 3.04 1.72 3.05
H -1.36 -1.90 -1.57
H -1.71 -1.59 0.16
H -1.72 0.26 -2.12
H -0.54 0.94 -0.97
H -2.46 0.44 0.90
H -2.96 1.69 -0.31
H -4.88 0.29 -0.44
H -3.83 -0.67 -1.64
H -3.96 -1.17 0.09
O 2.45 4.54 -2.29
H 2.13 3.63 -2.35
H 3.22 4.49 -1.72
O 0.29 4.64 -0.33
H 0.38 5.38 0.28
H 0.73 4.93 -1.14
O -0.46 0.94 -4.33
H -0.63 1.87 -4.51
H 0.38 0.94 -3.85
O -4.10 -3.41 3.62
H -3.15 -3.39 3.75
H -4.42 -2.67 4.15
O -4.96 -3.28 0.43
H -4.41 -4.05 0.27
H -5.45 -3.50 1.24
O 3.22 -2.79 0.32
H 2.42 -2.47 -0.10
H 2.99 -3.68 0.64
O -1.45 4.25 -4.58
H -1.39 5.02 -4.00
H -1.01 4.53 -5.39
O -1.50 6.36 -1.92
H -1.85 7.09 -1.39
H -0.91 5.89 -1.31
O -1.42 8.40 0.07
H -0.47 8.45 0.21
H -1.77 9.14 0.59
O -6.64 -5.12 1.76
H -6.71 -6.01 2.12
H -7.33 -5.09 1.08
O -1.84 -3.81 5.39
H -2.16 -4.72 5.37
H -1.06 -3.84 5.96
O 3.07 3.07 5.56
H 2.74 2.16 5.56
H 3.87 3.03 6.10
O 7.62 -2.49 -1.50
H 7.80 -1.98 -2.29
H 8.25 -3.23 -1.54
O -0.51 -4.81 -1.31
H -0.31 -3.88 -1.15
H -0.25 -4.95 -2.23
O 8.79 -4.99 -2.78
H 8.77 -5.90 -2.45
H 8.09 -4.96 -3.44
O -4.19 -3.08 -2.55
H -3.64 -3.85 -2.71
H -4.68 -3.30 -1.74
O 2.90 -1.87 7.28
H 2.22 -1.65 7.93
H 2.49 -1.65 6.44
O -1.84 0.99 3.94
H -0.88 0.98 4.03
H -2.12 1.75 4.47
O -6.18 0.94 -2.38
H -6.32 1.89 -2.32
H -6.89 0.63 -2.96
O 2.41 -5.63 -1.79
H 2.18 -5.47 -2.71
H 1.55 -5.70 -1.34
O -3.91 7.31 -3.53
H -4.25 8.04 -3.01
H -3.31 6.84 -2.93
*
```

Calculated values
strongest force on any atom: 3.459 eV Å⁻¹
energy relative to the best compared isomer or geometry (same formula, charge and spin): 289.80 kJ/mol
M: 783.93 Da

(2)
The following is a quantum chemistry calculation of a cluster of 14 separate species, C14H56N18O14 in total, from the OMol25 dataset.

```
! wB97M-V def2-TZVPD RIJCOSX def2/J DEFGRID3
* xyz 0 1
C -2.53 2.57 3.95
O -1.46 1.74 3.64
H -3.49 2.19 3.56
H -2.50 2.87 4.94
H -2.37 3.47 3.35
H -1.70 0.84 3.44
C 1.62 -3.93 1.25
O 2.60 -2.97 1.48
H 0.62 -3.66 1.58
H 1.46 -4.17 0.21
H 1.84 -4.80 1.87
H 2.42 -2.16 0.98
C -0.50 -3.10 4.13
O -1.57 -3.44 3.25
H -0.78 -2.15 4.60
H -0.46 -3.86 4.87
H 0.48 -3.00 3.65
H -1.75 -2.68 2.67
C -0.45 3.66 -3.23
O -1.79 3.32 -3.45
H -0.01 4.05 -2.29
H 0.02 2.68 -3.44
H -0.18 4.26 -4.10
H -2.25 4.10 -3.70
C -2.03 -3.08 -0.57
O -2.25 -3.53 -1.91
H -1.72 -2.03 -0.68
H -2.75 -3.50 0.11
H -1.11 -3.63 -0.19
H -2.06 -4.47 -1.94
C 2.05 2.94 2.25
O 2.73 2.64 3.24
N 2.66 3.37 1.05
N 0.73 2.90 2.16
H 2.17 3.92 0.39
H 3.65 3.49 1.11
H -0.07 2.73 2.78
H 0.37 3.23 1.28
C 5.82 -1.05 -0.30
O 6.87 -0.70 -0.74
N 4.60 -0.29 -0.18
N 5.54 -2.46 0.06
H 4.57 0.71 -0.36
H 3.68 -0.71 -0.04
H 4.66 -2.58 0.56
H 6.25 -3.02 0.53
C 2.81 -0.39 5.37
O 3.02 -1.44 5.99
N 2.91 0.93 5.74
N 2.44 -0.35 4.02
H 2.49 1.67 5.21
H 3.44 1.28 6.52
H 2.75 0.48 3.50
H 2.04 -1.20 3.54
C 1.75 -2.14 -3.12
O 1.30 -1.30 -3.95
N 0.87 -2.91 -2.46
N 3.05 -2.28 -2.83
H -0.11 -2.71 -2.61
H 1.12 -3.30 -1.58
H 3.48 -3.07 -2.35
H 3.66 -1.54 -3.13
C -4.03 -0.47 2.72
O -2.82 -0.62 2.81
N -4.89 -0.67 3.78
N -4.74 -0.22 1.60
H -4.51 -0.74 4.71
H -5.90 -0.85 3.70
H -4.20 0.11 0.79
H -5.61 0.23 1.80
C -3.04 3.01 -0.41
O -1.86 3.02 0.04
N -3.74 1.81 -0.97
N -3.93 4.13 -0.38
H -3.21 1.22 -1.61
H -4.67 2.06 -1.22
H -3.61 4.96 0.11
H -4.90 3.85 -0.18
C 1.91 1.69 -5.69
O 2.15 2.77 -6.16
N 1.65 0.53 -6.54
N 2.11 1.19 -4.36
H 1.77 -0.44 -6.39
H 1.51 0.78 -7.51
H 2.60 1.60 -3.57
H 1.65 0.31 -4.15
C 0.66 -0.05 0.16
O 1.78 -0.58 0.41
N 0.42 0.66 -0.98
N -0.40 0.19 0.99
H -0.58 0.83 -1.18
H 1.00 0.43 -1.80
H -0.58 -0.41 1.79
H -0.95 1.00 0.90
C -2.40 -0.34 -3.57
O -2.34 -0.17 -2.36
N -3.00 -1.47 -4.08
N -2.10 0.52 -4.60
H -3.12 -2.26 -3.44
H -2.95 -1.60 -5.07
H -1.79 1.46 -4.39
H -1.98 0.07 -5.47
*
```

Calculated values
strongest force on any atom: 4.565 eV Å⁻¹
energy relative to the best compared isomer or geometry (same formula, charge and spin): 287.30 kJ/mol
M: 700.71 Da

(3)
The following is a quantum chemistry calculation of a cluster of 14 separate species, C14H56N28O14 in total, from the OMol25 dataset.

```
! wB97M-V def2-TZVPD RIJCOSX def2/J DEFGRID3
* xyz 0 1
C -0.19 -0.94 -4.42
O -0.26 -0.18 -3.43
N -1.17 -1.73 -4.84
N 0.86 -0.91 -5.26
H -1.04 -2.33 -5.63
H -1.97 -1.84 -4.22
H 1.59 -0.24 -5.13
H 0.90 -1.41 -6.13
C 0.04 6.09 -1.02
O 0.49 7.23 -1.17
N -0.92 5.74 -0.14
N 0.52 5.06 -1.75
H -1.47 4.87 -0.09
H -1.39 6.55 0.23
H 1.29 5.03 -2.39
H 0.02 4.19 -1.63
C -2.61 2.81 1.11
O -1.80 3.27 0.27
N -2.51 3.00 2.44
N -3.52 1.89 0.77
H -1.90 3.73 2.77
H -3.17 2.56 3.06
H -3.72 1.79 -0.22
H -3.94 1.24 1.41
C -3.55 1.85 -2.98
O -4.23 1.80 -1.95
N -3.46 0.85 -3.86
N -2.73 2.89 -3.27
H -4.04 0.03 -3.85
H -2.72 0.79 -4.54
H -2.62 3.70 -2.69
H -2.03 2.73 -3.97
C -2.64 -3.03 1.74
O -3.07 -3.99 1.10
N -3.09 -1.77 1.63
N -1.73 -3.14 2.74
H -2.67 -1.01 2.12
H -3.96 -1.58 1.15
H -1.44 -2.37 3.33
H -1.36 -4.05 2.95
C 2.66 2.13 -2.06
O 3.46 3.01 -2.41
N 2.74 1.42 -0.93
N 1.53 1.94 -2.75
H 2.05 0.76 -0.60
H 3.68 1.38 -0.57
H 1.28 2.47 -3.57
H 0.88 1.21 -2.51
C -3.44 -3.07 -2.46
O -3.21 -3.31 -3.67
N -4.06 -3.94 -1.68
N -2.80 -2.03 -1.83
H -3.88 -4.00 -0.67
H -4.27 -4.85 -2.04
H -2.09 -1.50 -2.30
H -3.11 -1.84 -0.90
C 1.03 -4.49 0.06
O 1.85 -3.69 0.50
N 0.84 -4.72 -1.27
N 0.26 -5.32 0.82
H -0.06 -5.11 -1.48
H 1.33 -4.14 -1.96
H -0.40 -5.95 0.40
H 0.22 -5.09 1.79
C 2.01 3.80 2.05
O 3.18 3.66 2.44
N 1.53 3.23 0.92
N 1.12 4.60 2.65
H 0.54 3.02 0.85
H 2.17 2.67 0.37
H 0.14 4.41 2.60
H 1.41 5.26 3.35
C 2.88 -2.68 -3.18
O 2.11 -3.64 -3.35
N 4.19 -2.79 -3.54
N 2.48 -1.45 -2.85
H 4.86 -2.08 -3.34
H 4.40 -3.75 -3.77
H 1.62 -1.43 -2.34
H 3.19 -0.76 -2.65
C 2.41 -3.10 3.94
O 3.28 -3.93 3.73
N 1.34 -2.81 3.14
N 2.32 -2.45 5.16
H 1.41 -3.14 2.17
H 0.82 -2.01 3.47
H 2.60 -2.86 6.02
H 1.76 -1.61 5.18
C -0.54 0.13 5.05
O -0.59 -1.00 4.55
N -1.01 1.24 4.38
N -0.06 0.41 6.28
H -1.25 0.89 3.46
H -0.70 2.17 4.59
H 0.16 -0.37 6.87
H 0.39 1.30 6.40
C -0.41 0.07 0.14
O -0.37 0.32 1.34
N -0.90 0.87 -0.84
N 0.14 -1.06 -0.43
H -0.80 0.71 -1.84
H -1.37 1.75 -0.60
H 0.08 -1.21 -1.42
H 0.74 -1.65 0.14
C 3.45 0.13 1.83
O 3.52 -0.88 1.13
N 4.48 1.01 1.87
N 2.40 0.54 2.60
H 4.40 1.81 2.48
H 5.25 0.74 1.29
H 1.53 0.04 2.60
H 2.40 1.45 3.03
*
```

Calculated values
strongest force on any atom: 3.261 eV Å⁻¹
energy relative to the best compared isomer or geometry (same formula, charge and spin): 241.07 kJ/mol
M: 840.78 Da